# 1
Formula: C28H112NO28
Source: the OMol25 dataset
Level of theory: the ωB97M-V functional and the def2-TZVPD basis

Cartesian coordinates (Å):
O: 20.09 -13.86 13.70
O: 16.76 -8.57 16.75
O: 14.06 -7.93 10.67
O: 10.41 -14.86 15.81
O: 15.25 -14.18 11.13
O: 12.50 -10.54 15.44
O: 18.84 -8.54 10.62
O: 17.69 -10.76 15.39
O: 18.36 -15.60 17.65
O: 16.78 -14.50 15.65
O: 10.68 -17.13 9.27
O: 13.34 -10.16 9.15
O: 13.68 -16.16 12.61
O: 16.00 -16.72 10.01
O: 19.90 -15.67 10.38
O: 8.50 -13.18 10.16
O: 17.01 -13.15 8.97
O: 10.47 -11.02 13.37
O: 14.12 -18.55 13.88
O: 19.30 -11.08 11.38
O: 17.49 -12.83 13.24
O: 13.40 -13.02 8.95
O: 19.59 -8.63 15.19
O: 13.26 -17.74 9.73
O: 15.11 -12.04 19.86
O: 16.25 -13.68 6.38
O: 15.76 -6.65 15.21
O: 22.76 -13.16 13.52
N: 17.58 -15.35 12.03
C: 19.93 -14.70 14.81
C: 10.50 -17.72 8.03
C: 18.50 -11.52 16.30
C: 8.76 -14.27 10.97
C: 12.33 -9.77 8.18
C: 16.96 -11.74 8.88
C: 15.36 -14.55 15.88
C: 14.23 -8.31 12.02
C: 16.67 -16.53 8.82
C: 17.72 -15.34 18.89
C: 20.17 -8.49 13.90
C: 16.33 -12.22 12.61
C: 14.82 -18.09 15.06
C: 17.29 -8.61 18.08
C: 13.14 -18.93 10.39
C: 14.94 -11.76 18.49
C: 12.31 -15.73 12.65
C: 15.09 -13.09 12.06
C: 12.24 -13.63 9.46
C: 16.86 -5.86 14.93
C: 23.34 -14.44 13.80
C: 15.01 -13.11 6.01
C: 21.14 -16.00 10.93
C: 19.94 -12.03 10.61
C: 11.68 -14.40 16.00
C: 11.16 -11.41 12.14
C: 17.43 -8.47 10.71
C: 13.86 -10.27 15.38
H: 16.01 -11.81 20.10
H: 19.20 -15.45 14.55
H: 18.34 -8.32 17.98
H: 12.26 -14.69 12.95
H: 12.16 -19.37 10.17
H: 19.48 -11.73 15.88
H: 9.75 -14.26 11.43
H: 16.06 -7.32 15.83
H: 14.43 -11.11 15.77
H: 11.45 -13.34 8.76
H: 16.71 -15.06 11.60
H: 15.60 -12.45 17.97
H: 17.17 -14.40 18.86
H: 13.36 -8.78 12.47
H: 13.98 -17.86 13.23
H: 13.92 -8.74 10.19
H: 14.44 -13.42 12.88
H: 8.82 -13.37 9.27
H: 22.91 -15.16 13.11
H: 13.43 -11.11 9.01
H: 16.85 -9.15 10.08
H: 14.01 -9.37 15.97
H: 16.47 -13.52 7.30
H: 14.23 -15.51 12.17
H: 11.16 -10.71 13.95
H: 20.43 -7.44 13.75
H: 13.87 -19.66 10.07
H: 17.21 -11.19 9.79
H: 24.43 -14.52 13.68
H: 11.68 -13.56 15.31
H: 17.07 -8.60 11.73
H: 17.20 -9.59 18.54
H: 17.15 -5.31 15.83
H: 18.79 -11.55 12.03
H: 12.20 -10.52 16.36
H: 11.87 -13.38 10.46
H: 19.22 -13.45 13.67
H: 18.24 -15.58 11.29
H: 19.15 -9.42 10.83
H: 15.69 -15.86 10.29
H: 16.71 -11.57 11.83
H: 20.06 -15.31 9.51
H: 23.06 -14.86 14.77
H: 10.58 -16.98 7.24
H: 19.28 -12.76 10.13
H: 17.81 -14.48 12.47
H: 17.94 -12.42 16.55
H: 11.96 -10.71 11.89
H: 18.88 -9.28 15.17
H: 14.18 -10.00 14.37
H: 17.56 -15.92 9.01
H: 16.50 -13.42 9.74
H: 16.93 -17.45 8.30
H: 16.91 -13.90 14.92
H: 15.00 -12.97 4.93
H: 17.83 -15.19 16.96
H: 15.74 -17.61 14.74
H: 20.57 -12.59 11.30
H: 9.58 -18.29 7.91
H: 15.14 -15.14 16.77
H: 11.75 -16.35 13.35
H: 11.80 -15.87 11.70
H: 15.93 -11.42 13.24
H: 17.13 -7.47 10.43
H: 19.48 -8.92 13.17
H: 20.83 -15.16 15.22
H: 21.02 -16.37 11.95
H: 16.00 -16.04 8.12
H: 11.63 -17.11 9.43
H: 18.36 -15.36 19.77
H: 11.30 -18.43 7.83
H: 21.51 -16.83 10.34
H: 17.65 -11.39 8.11
H: 14.21 -17.30 15.50
H: 12.54 -10.30 7.25
H: 20.48 -11.59 9.78
H: 17.13 -9.35 16.32
H: 17.51 -11.33 14.64
H: 21.82 -13.22 13.72
H: 14.96 -9.12 12.13
H: 15.16 -10.73 18.23
H: 19.47 -14.11 15.61
H: 15.01 -18.87 15.80
H: 14.80 -12.14 6.47
H: 16.52 -5.16 14.17
H: 15.97 -11.45 8.50
H: 14.96 -13.55 16.06
H: 10.42 -11.48 11.34
H: 21.04 -9.14 13.83
H: 11.90 -14.23 17.06
H: 12.37 -14.71 9.46
H: 16.96 -16.12 18.94
H: 8.75 -15.15 10.33
H: 12.36 -15.18 15.66
H: 18.56 -10.96 17.23
H: 14.84 -15.10 15.10
H: 12.47 -8.71 7.99
H: 14.36 -12.42 11.60
H: 13.18 -18.82 11.48
H: 16.75 -7.86 18.66
H: 14.15 -17.42 9.91
H: 8.01 -14.33 11.76
H: 11.35 -10.04 8.59
H: 11.71 -12.34 12.24
H: 9.92 -14.27 15.23
H: 13.91 -11.94 18.16
H: 21.83 -15.15 10.92
H: 14.23 -13.80 6.34
H: 14.66 -7.50 12.60
H: 14.12 -13.26 9.54
H: 17.74 -6.46 14.70
H: 17.45 -16.15 12.63

Output
total charge: -1
total energy: -89664.364 eV
spin multiplicity: 1
frontier orbital gap: 8.82 eV
E_LUMO: 1.92 eV
E_HOMO: -6.9 eV

=====

# 2
Formula: C12H24CdO20S2
Source: the OMol25 dataset
Level of theory: the ωB97M-V functional and the def2-TZVPD basis

Cartesian coordinates (Å):
Cd: 0.02 -0.51 -0.50
S: 3.50 -0.63 -1.13
S: -0.69 -3.72 -1.61
O: -0.48 0.04 -4.41
O: 0.41 -4.39 -0.89
O: 1.13 3.33 1.57
O: 3.83 0.62 -1.86
O: 0.27 -3.33 2.78
O: 0.44 1.42 0.62
O: -2.17 0.21 0.17
O: -4.39 -0.06 -0.02
O: 0.81 1.52 2.80
O: -0.37 0.64 -2.27
O: 2.00 -0.62 -0.89
O: -0.78 -2.28 -1.14
O: 3.83 -1.84 -1.87
O: -3.65 1.89 0.49
O: -0.35 -3.70 -3.05
O: 0.90 1.57 -3.90
O: 4.18 -0.54 0.19
O: -1.99 -4.36 -1.33
O: 2.06 -2.17 2.96
O: 0.54 -1.54 1.42
C: 2.94 -1.10 2.67
C: 1.52 2.16 3.85
C: -0.02 0.77 -3.43
C: -1.59 -0.82 -4.17
C: 1.61 2.38 -2.98
C: -2.72 2.69 1.17
C: -4.18 -1.46 -0.27
C: -3.28 0.64 0.16
C: -0.89 -3.76 2.08
C: 1.21 3.99 0.32
C: 0.79 2.04 1.58
C: 0.91 -2.28 2.31
H: -2.30 3.49 0.56
H: -0.62 -3.94 1.04
H: -1.31 -4.67 2.50
H: -3.28 -1.90 0.14
H: 2.09 3.69 -0.25
H: 2.46 2.78 -3.51
H: 3.91 -1.47 2.35
H: -3.15 3.19 2.04
H: -5.06 -1.98 0.09
H: -1.23 -1.67 -3.58
H: 2.41 2.67 3.49
H: 3.05 -0.48 3.57
H: -1.91 2.11 1.61
H: 1.78 1.41 4.59
H: 1.98 1.85 -2.10
H: 2.53 -0.41 1.94
H: -4.14 -1.67 -1.34
H: -2.40 -0.32 -3.65
H: 0.96 3.13 -2.51
H: 1.30 5.05 0.52
H: 0.35 3.71 -0.30
H: 0.89 2.91 4.34
H: -1.96 -1.26 -5.10
H: -1.70 -3.02 2.13

Output
total charge: -2
total energy: -80019.135 eV
spin multiplicity: 1
frontier orbital gap: 5.05 eV
E_LUMO: 3.67 eV
E_HOMO: -1.4 eV

=====

# 3
Formula: C4H8BN
Source: the OMol25 dataset
Level of theory: the ωB97M-V functional and the def2-TZVPD basis

Cartesian coordinates (Å):
N: -1.92 0.36 -0.70
C: 0.20 0.94 0.46
C: -0.95 0.21 0.15
C: 1.48 0.66 0.09
C: 2.03 -0.64 -0.42
B: -2.29 -0.62 0.38
H: 2.32 -1.39 0.41
H: -2.37 -1.69 0.04
H: 2.91 -0.44 -1.12
H: -2.06 1.07 -1.35
H: 2.34 1.28 0.48
H: -2.99 -0.28 1.21
H: 0.15 1.71 1.27
H: 1.16 -1.18 -0.91

Output
total energy: -6437.544 eV
spin multiplicity: 3
frontier orbital gap (spin up / spin down): 6.57 / 6.43 eV
E_LUMO (spin up / spin down): 0.77 / -2.89 eV
E_HOMO (spin up / spin down): -5.8 / -9.3 eV

=====

# 4
Formula: C4H14NO2
Source: the OMol25 dataset
Level of theory: the ωB97M-V functional and the def2-TZVPD basis

Cartesian coordinates (Å):
O: 3.00 0.32 0.42
O: 0.42 -0.91 1.85
N: 0.55 0.81 -0.83
C: -1.05 -0.92 -0.09
C: 0.02 -1.67 0.72
C: -1.87 1.32 -0.95
C: -0.80 0.58 -0.18
H: 0.92 -1.83 0.12
H: -2.02 -1.07 0.37
H: -2.02 0.90 -1.95
H: 0.71 1.81 -0.95
H: -0.69 1.00 0.82
H: -0.04 -1.22 2.60
H: -1.63 2.38 -1.03
H: -1.11 -1.32 -1.11
H: 0.60 0.40 -1.76
H: 1.33 0.47 -0.23
H: -0.38 -2.65 0.99
H: -2.80 1.19 -0.41
H: 3.66 -0.34 0.35
H: 3.22 0.75 1.23

Output
total charge: +1
total energy: -9954.265 eV
spin multiplicity: 1
frontier orbital gap: 11.38 eV
E_LUMO: -3.00 eV
E_HOMO: -14.4 eV

=====

# 5
Formula: C39H45MoN10O2S2
Source: the OMol25 dataset
Level of theory: the ωB97M-V functional and the def2-TZVPD basis

Cartesian coordinates (Å):
Mo: 0.97 0.20 -0.75
S: 4.19 7.58 -1.21
S: 2.52 3.89 -1.41
O: 3.49 8.65 -1.88
O: 5.02 7.99 -0.10
N: -1.25 -1.86 1.79
N: 0.04 -0.68 -2.61
N: 0.66 -1.92 -0.11
N: -4.03 -5.57 4.10
N: 2.34 0.16 0.42
N: -5.53 -4.36 2.92
N: -1.35 0.85 -0.67
N: 3.15 6.38 -0.79
N: 0.29 2.05 -1.75
N: 2.70 0.17 -2.20
C: -7.81 -7.09 3.89
C: 5.33 -1.86 0.68
C: 1.07 -0.95 -3.62
C: -5.22 -6.24 4.18
C: -0.95 -2.88 2.62
C: 6.20 6.91 -3.22
C: 5.15 6.61 -2.39
C: -0.61 -1.92 -2.19
C: 4.61 5.34 -2.33
C: 3.44 5.29 -1.44
C: 4.33 0.52 1.71
C: 4.08 -1.44 0.31
C: -1.01 1.45 -1.96
C: -3.45 2.00 -0.14
C: -4.25 -4.43 3.31
C: 6.73 5.88 -4.00
C: -6.14 -5.45 3.43
C: 0.27 -2.74 -1.24
C: 5.15 4.31 -3.08
C: -1.86 -3.70 3.21
C: -1.45 2.49 1.16
C: 6.10 -1.11 1.57
C: -3.49 3.73 1.52
C: 6.21 4.59 -3.92
C: -2.17 3.48 1.83
C: -2.09 1.79 0.14
C: -7.45 -5.90 3.29
C: -6.89 -7.85 4.62
C: -4.13 2.98 0.55
C: -0.04 2.21 1.58
C: 5.58 0.08 2.07
C: 3.52 -0.22 0.81
C: -3.25 -3.53 2.92
C: -4.19 1.19 -1.17
C: -3.57 -2.38 2.15
C: 2.21 0.07 -3.56
C: -5.58 -7.43 4.78
C: -2.57 -1.61 1.64
C: -0.89 0.36 -3.04
H: 1.49 -1.93 -3.41
H: -5.17 3.16 0.34
H: 1.47 -2.32 0.36
H: -1.53 -4.48 3.87
H: -0.10 -1.85 0.62
H: 7.55 6.09 -4.68
H: 1.17 -3.08 -1.77
H: 4.73 3.31 -3.00
H: 2.99 -0.25 -4.27
H: -1.92 0.02 -0.78
H: -0.30 -3.62 -0.93
H: 7.08 -1.45 1.87
H: -4.61 -2.15 1.98
H: 3.93 1.45 2.09
H: -1.53 -1.68 -1.65
H: 0.00 2.13 2.67
H: -8.17 -5.31 2.73
H: 0.26 2.81 -1.07
H: 1.86 1.06 -3.88
H: -5.25 1.21 -0.96
H: 0.63 3.01 1.29
H: 0.63 -0.98 -4.63
H: -8.82 -7.46 3.77
H: -1.68 4.04 2.61
H: -7.21 -8.78 5.05
H: 6.18 0.67 2.75
H: -0.90 -2.54 -3.06
H: 5.73 -2.79 0.29
H: -0.54 0.84 -3.96
H: 0.34 1.28 1.14
H: 3.07 1.09 -1.99
H: -4.03 4.50 2.05
H: -3.88 0.14 -1.18
H: 0.12 -3.01 2.80
H: 3.41 -0.51 -1.97
H: -4.87 -8.01 5.35
H: 3.49 -2.03 -0.38
H: 6.60 7.91 -3.27
H: 0.72 2.45 -2.58
H: 6.65 3.81 -4.51
H: -1.89 -0.06 -3.27
H: -1.77 2.20 -2.28
H: -3.17 -5.82 4.54
H: -2.81 -0.72 1.07
H: -4.05 1.58 -2.18

Output
total charge: -1
total energy: -83696.220 eV
spin multiplicity: 3
frontier orbital gap (spin up / spin down): 3.92 / 5.95 eV
E_LUMO (spin up / spin down): 1.56 / 1.56 eV
E_HOMO (spin up / spin down): -2.4 / -4.4 eV

=====

# 6
Formula: C21H58N5O7V
Source: the OMol25 dataset
Level of theory: the ωB97M-V functional and the def2-TZVPD basis

Cartesian coordinates (Å):
V: 2.77 -0.64 -0.49
O: 2.70 -2.20 -0.27
O: 0.56 -3.47 1.88
O: -4.01 -5.85 -2.13
O: -1.80 5.22 -1.54
O: 0.59 -0.16 -0.41
O: 2.69 -0.79 -2.70
O: 4.18 2.53 2.78
N: 3.54 0.02 1.49
N: -1.49 -5.18 -3.42
N: -1.24 -3.65 5.14
N: 3.31 1.54 -1.04
N: -4.51 7.34 -0.18
C: -1.15 -3.20 3.76
C: 0.18 -3.83 3.19
C: -0.75 0.28 -0.31
C: 1.76 -0.35 3.13
C: -0.49 -3.71 0.96
C: 5.12 3.19 3.68
C: -2.45 6.75 1.01
C: 2.83 1.68 -2.39
C: 2.65 0.67 2.43
C: 3.46 1.51 3.45
C: -1.20 -1.69 3.79
C: 2.71 -1.87 -3.62
C: -3.12 6.90 -0.36
C: -1.68 3.99 -2.22
C: -3.65 -4.49 -2.40
C: -2.09 -4.36 -2.38
C: 3.34 3.01 -2.91
C: 3.29 0.42 -3.15
C: -5.40 -6.12 -2.39
C: -3.12 5.56 -1.11
C: -1.73 -2.89 -2.57
H: -0.65 3.90 -2.55
H: 2.88 2.03 4.20
H: 4.19 0.77 1.31
H: -2.14 -3.39 5.52
H: -2.03 -3.61 3.27
H: -0.51 -5.33 -3.27
H: -1.08 -1.38 2.75
H: -0.67 -2.82 -2.30
H: 3.01 2.30 -0.45
H: -1.89 -6.10 -3.31
H: -2.50 7.57 -0.95
H: 4.20 0.82 3.88
H: 0.28 -4.91 3.26
H: 5.83 2.42 4.00
H: -6.06 -5.31 -2.06
H: -5.55 -6.07 -3.46
H: -4.85 7.65 -1.08
H: 4.14 -0.58 2.03
H: 1.74 1.68 -2.35
H: 0.99 -3.40 3.79
H: 2.33 -1.19 3.54
H: -1.74 -4.65 -1.39
H: -2.12 -1.36 4.27
H: 4.42 3.13 -2.81
H: -3.13 6.27 1.71
H: 5.59 3.96 3.08
H: 2.30 -1.47 -4.55
H: -1.51 -0.36 -0.77
H: 1.95 1.26 1.83
H: -2.17 7.73 1.41
H: 4.69 3.67 4.56
H: 1.18 0.06 3.96
H: 4.37 0.36 -3.19
H: -3.97 -4.15 -3.39
H: -1.94 3.14 -1.58
H: -3.82 5.68 -1.94
H: -0.94 -4.69 1.10
H: -0.95 0.51 0.74
H: -5.68 -7.09 -1.98
H: 3.10 0.60 -4.21
H: 1.03 -0.80 2.45
H: -1.58 6.10 1.02
H: 3.70 -2.31 -3.76
H: -2.28 3.92 -3.13
H: -0.41 -1.23 4.39
H: -1.35 -3.06 1.14
H: 4.30 1.70 -1.16
H: -0.16 -3.51 -0.05
H: -4.32 8.19 0.34
H: 2.04 -2.65 -3.25
H: -2.20 -2.21 -1.87
H: -0.70 1.27 -0.75
H: 3.05 3.19 -3.94
H: -4.16 -3.82 -1.71
H: -2.09 -2.49 -3.52
H: 2.83 3.72 -2.26
H: -3.56 4.84 -0.42
H: -1.21 -4.66 5.11

Output
total energy: -70183.769 eV
spin multiplicity: 3
frontier orbital gap (spin up / spin down): 6.24 / 6.91 eV
E_LUMO (spin up / spin down): 0.25 / 0.13 eV
E_HOMO (spin up / spin down): -6.0 / -6.8 eV

=====

# 7
Formula: C2H11O3S
Source: the OMol25 dataset
Level of theory: the ωB97M-V functional and the def2-TZVPD basis

Cartesian coordinates (Å):
S: 0.21 0.75 0.18
O: -1.16 3.14 -1.83
O: -0.49 0.62 3.40
O: 3.08 -0.57 -0.77
C: -0.31 -2.05 -0.19
C: -0.63 -0.65 -0.71
H: -1.39 0.29 3.47
H: -0.35 3.54 -1.49
H: -1.65 -0.44 -0.37
H: -0.87 -2.19 0.74
H: 0.75 -2.15 0.06
H: 3.45 0.12 -0.22
H: -0.64 -2.81 -0.90
H: -0.43 0.97 2.48
H: -0.62 -0.46 -1.78
H: 2.13 -0.37 -0.67
H: -1.08 2.26 -1.41

Output
total charge: -1
total energy: -19231.782 eV
spin multiplicity: 1
frontier orbital gap: 7.38 eV
E_LUMO: 3.87 eV
E_HOMO: -3.5 eV